Molecular formula: C10H16N2O2PRuS5
Method: DFT, ωB97M-V/def2-TZVPD

Structure (ORCA input):
```
! wB97M-V def2-TZVPD RIJCOSX def2/J DEFGRID3
* xyz 0 6
Ru -1.12 0.16 -0.32
S -5.57 0.46 -0.37
C -3.96 0.27 -0.40
S -2.97 0.38 -1.85
S -3.01 -0.09 1.06
C 2.74 -4.79 -0.84
C 2.37 -3.70 -1.82
O 2.43 -2.39 -1.23
P 1.27 -1.80 -0.34
S 1.42 0.19 -0.32
S -0.57 -2.28 -0.95
O 1.58 -2.47 1.07
C 0.62 -2.49 2.16
C 0.61 -1.20 2.94
H 2.76 -5.75 -1.35
H 2.02 -4.85 -0.03
H 3.73 -4.60 -0.41
H 1.37 -3.86 -2.24
H 3.08 -3.66 -2.65
H 0.95 -3.32 2.78
H -0.36 -2.73 1.75
H 1.61 -0.92 3.25
H -0.01 -1.33 3.83
H 0.19 -0.37 2.36
N -2.00 3.17 1.39
C -1.31 3.53 0.27
C -1.11 4.90 -0.03
C -0.38 5.23 -1.14
C 0.14 4.23 -1.96
C -0.10 2.92 -1.59
N -0.80 2.57 -0.50
H -2.56 3.88 1.82
H -2.36 2.23 1.44
H -1.53 5.65 0.62
H -0.22 6.28 -1.39
H 0.71 4.45 -2.84
H 0.29 2.10 -2.19
*
```

## Properties
HOMO (spin up / spin down)   -7.64 / -8.23 eV
Gap between HOMO and LUMO (spin up / spin down)   7.830 / 6.490 eV
Molar mass   488.6 g/mol
LUMO level (spin up / spin down)   0.19 / -1.74 eV

Molecular formula: C2H7Cl3NSi
Method: DFT, ωB97M-V/def2-TZVPD

Structure (ORCA input):
```
! wB97M-V def2-TZVPD RIJCOSX def2/J DEFGRID3
* xyz 1 1
C 0.75 -1.29 0.52
C -0.51 -0.61 0.08
N -1.48 0.09 0.95
Si -0.60 1.29 -0.24
Cl 0.40 2.66 0.87
Cl 2.21 -0.04 -2.50
Cl -1.78 2.07 -1.59
H 1.46 -0.59 1.03
H 0.61 -2.14 1.16
H 1.33 -1.40 -0.39
H -1.11 -1.26 -0.67
H 2.37 1.22 -2.08
H -2.42 -0.34 0.91
H -1.22 0.33 1.95
*
```

## Properties
HOMO   -14.72 eV
Gap between HOMO and LUMO   10.393 eV
Molar mass   179.5 g/mol
LUMO level   -4.33 eV
Energy relative to the best compared isomer or geometry (same formula, charge and spin)   136.6 kJ/mol

Molecular formula: C9H13FP
Method: DFT, ωB97M-V/def2-TZVPD

Structure (ORCA input):
```
! wB97M-V def2-TZVPD RIJCOSX def2/J DEFGRID3
* xyz 1 1
C 2.89 0.61 1.71
C 2.86 -0.40 0.84
C 1.73 1.47 2.02
C 1.77 -0.85 0.07
C 0.50 1.31 1.46
C 0.55 -0.23 0.12
C -1.10 -1.81 -1.84
C -1.28 1.17 -1.61
C -2.37 -0.34 0.51
F -0.64 1.86 1.62
P -1.04 -0.34 -0.68
H 3.84 0.76 2.21
H 3.75 -1.04 0.67
H 1.87 2.32 2.73
H 1.96 -1.68 -0.59
H -1.95 -2.39 -1.49
H -0.28 -2.44 -1.79
H -1.32 -1.58 -2.84
H -0.49 1.36 -2.26
H -1.28 1.91 -0.80
H -2.17 1.28 -2.28
H -3.18 0.08 -0.07
H -1.95 0.26 1.38
H -2.69 -1.31 0.92
*
```

## Properties
HOMO   -12.63 eV
Gap between HOMO and LUMO   8.871 eV
Molar mass   171.2 g/mol
LUMO level   -3.76 eV

Molecular formula: C19H19FN2O3S
Method: DFT, ωB97M-V/def2-TZVPD

Structure (ORCA input):
```
! wB97M-V def2-TZVPD RIJCOSX def2/J DEFGRID3
* xyz 0 1
O 3.05 0.94 2.03
C 2.14 1.38 1.36
C 2.36 1.93 0.00
C 1.77 1.41 -1.07
C 2.00 1.77 -2.46
C 2.81 2.83 -2.86
C 2.98 3.13 -4.20
C 2.34 2.37 -5.17
C 1.52 1.32 -4.79
C 1.35 1.02 -3.45
N 0.85 1.38 1.82
C -0.25 2.11 1.26
C -1.35 1.13 0.80
N -1.23 -0.14 1.49
S -0.45 -1.39 0.68
O 0.77 -1.77 1.31
O -0.45 -1.07 -0.72
C -1.66 -2.68 0.97
C -1.38 -3.70 1.86
C -2.34 -4.67 2.10
C -3.54 -4.60 1.43
F -4.47 -5.54 1.66
C -3.83 -3.59 0.52
C -2.87 -2.62 0.29
C -0.84 -0.01 2.88
C 0.54 0.66 3.03
H 3.16 2.66 -0.07
H 1.05 0.61 -0.93
H 3.32 3.43 -2.12
H 3.62 3.95 -4.49
H 2.47 2.61 -6.21
H 1.02 0.73 -5.54
H 0.72 0.20 -3.15
H -0.65 2.77 2.05
H 0.09 2.73 0.43
H -1.27 0.91 -0.26
H -2.35 1.54 1.00
H -0.42 -3.71 2.35
H -2.16 -5.48 2.79
H -4.78 -3.58 0.01
H -3.03 -1.82 -0.41
H -0.83 -1.01 3.31
H -1.62 0.58 3.38
H 0.54 1.33 3.90
H 1.32 -0.09 3.16
*
```

## Properties
HOMO   -8.56 eV
Gap between HOMO and LUMO   9.040 eV
Molar mass   374.4 g/mol
LUMO level   0.48 eV
SMILES   O=C(/C=C/c1ccccc1)N1CCN(S(=O)(=O)c2ccc(F)cc2)CC1
Energy relative to the best compared isomer or geometry (same formula, charge and spin)   177.2 kJ/mol

Number 1: total energy -83753.82854 eV. Number 2: total energy -49117.73661 eV. Number 3: total energy -21540.68734 eV. Number 4: total energy -42686.12379 eV.